<1>
DFT (ωB97M-V/def2-TZVPD) results for a cluster of 2 separate species, C5H16N2O in total.

LUMO ... 0.85 eV
E_HOMO ... -8.5 eV
Net charge ... 0
Orbital gap ... 9.4 eV
Structure (SMILES) ... CCNC.CNCO

Cartesian coordinates (Å):
C1 1.30 2.18 0.71
C2 1.67 0.77 1.14
N1 1.63 -0.20 0.04
C3 1.77 -1.58 0.50
H1 0.23 2.37 0.84
H2 1.82 2.91 1.34
H3 1.53 2.35 -0.34
H4 2.65 0.76 1.63
H5 0.95 0.38 1.87
H6 2.35 -0.02 -0.65
H7 2.73 -1.77 0.98
H8 1.64 -2.27 -0.33
H9 0.96 -1.80 1.19
C4 -1.99 -1.48 0.32
N2 -2.55 -0.55 -0.66
C5 -1.68 0.61 -0.87
O1 -0.41 0.37 -1.35
H10 -1.02 -1.89 0.01
H11 -2.67 -2.31 0.50
H12 -1.89 -0.93 1.26
H13 -2.70 -1.05 -1.52
H14 -1.70 1.13 0.11
H15 -2.23 1.25 -1.56
H16 0.36 0.05 -0.68

<2>
DFT (ωB97M-V/def2-TZVPD) results for a cluster of 3 separate species, C5H16N2O in total.

LUMO ... -2.00 eV
E_HOMO ... -8.3 eV
Net charge ... 0
Orbital gap ... 6.3 eV

Cartesian coordinates (Å):
C1 2.05 -1.04 0.76
C2 0.66 -0.46 0.44
C3 -0.19 -1.40 -0.41
C4 -1.31 -0.61 -1.05
C5 -0.62 0.19 -2.12
N1 0.24 1.15 -1.49
N2 0.02 0.04 1.51
H1 2.51 -1.38 -0.18
H2 2.65 -0.28 1.25
H3 1.90 -1.95 1.35
H4 0.79 0.49 -0.25
H5 0.44 -1.79 -1.21
H6 -0.49 -2.23 0.22
H7 -1.86 -0.05 -0.29
H8 -2.01 -1.38 -1.43
H9 -0.22 -0.54 -2.81
H10 -1.34 0.73 -2.77
H11 1.04 1.24 -2.12
H12 -0.39 2.13 3.12
H13 0.23 -0.50 2.36
H14 -1.08 2.00 3.31
H15 -1.08 1.45 1.27
H16 -0.71 1.99 -0.12
O1 -1.23 2.20 0.68

Most stable structure, least stable structure: <1>, <2>.

<1>
DFT (ωB97M-V/def2-TZVPD) results for a cluster of 2 separate species, C5H16N2O in total.

LUMO ... 0.87 eV
E_HOMO ... -8.7 eV
Net charge ... 0
Orbital gap ... 9.6 eV
Structure (SMILES) ... CCCNCCN.O

Cartesian coordinates (Å):
C1 2.06 0.77 2.41
C2 1.03 0.41 1.34
C3 1.68 0.66 -0.04
N1 1.27 0.07 -1.32
C4 -0.10 0.54 -1.70
C5 -1.34 -0.20 -1.19
N2 -2.49 0.74 -1.02
H1 2.70 -0.02 2.79
H2 2.64 1.63 2.14
H3 1.52 1.14 3.36
H4 0.27 1.08 1.49
H5 0.61 -0.69 1.30
H6 2.70 0.27 -0.01
H7 1.45 1.79 -0.23
H8 1.24 -0.99 -1.17
H9 -0.30 1.64 -1.38
H10 -0.14 0.43 -2.82
H11 -1.77 -0.91 -1.84
H12 -1.02 -0.64 -0.23
H13 -2.16 1.63 -0.54
H14 -2.90 0.92 -1.94
O1 -1.59 -2.58 1.16
H15 -1.98 -1.93 0.59
H16 -1.57 -3.38 0.59

<2>
DFT (ωB97M-V/def2-TZVPD) results for a cluster of 3 separate species, C5H16N2O in total.

LUMO ... 0.60 eV
E_HOMO ... -7.7 eV
Net charge ... 0
Orbital gap ... 8.3 eV

Cartesian coordinates (Å):
C1 1.36 0.16 -0.29
C2 1.34 -0.64 -1.59
C3 2.72 0.23 0.40
C4 0.46 -1.18 0.99
O1 0.74 1.31 -0.33
H1 -0.59 1.07 -0.40
H2 1.93 -0.09 -2.33
H3 0.32 -0.72 -1.96
H4 1.77 -1.63 -1.46
H5 3.36 0.89 -0.20
H6 3.19 -0.74 0.48
H7 2.61 0.67 1.39
H8 0.46 -0.69 1.97
H9 -0.39 -1.86 0.85
H10 1.29 -1.89 0.99
C5 -2.32 1.13 1.00
N1 -1.58 0.48 -0.08
N2 -2.34 -0.05 -1.17
H11 -0.95 -0.33 0.32
H12 -2.85 0.71 -1.61
H13 -3.02 -0.72 -0.81
H14 -2.89 1.98 0.61
H15 -1.60 1.49 1.73
H16 -3.01 0.42 1.49

Most stable structure, least stable structure: <1>, <2>.

<1>
DFT (ωB97M-V/def2-TZVPD) results for a cluster of 2 separate species, C5H16N2O in total.

LUMO ... 0.92 eV
E_HOMO ... -9.0 eV
Net charge ... 0
Orbital gap ... 9.9 eV
Structure (SMILES) ... CC[C@H](C)NCN.O

Cartesian coordinates (Å):
C1 -1.82 -0.83 1.56
C2 -1.12 0.50 1.26
C3 0.34 0.36 0.81
C4 1.28 1.39 1.42
N1 0.42 0.16 -0.65
C5 1.75 0.33 -1.24
N2 1.80 -0.09 -2.63
H1 -2.64 -0.95 0.86
H2 -1.16 -1.69 1.41
H3 -2.21 -0.87 2.58
H4 -1.69 1.04 0.50
H5 -1.13 1.15 2.13
H6 0.68 -0.61 1.18
H7 1.07 2.42 1.09
H8 1.19 1.41 2.50
H9 2.32 1.19 1.17
H10 -0.27 0.74 -1.13
H11 2.05 1.38 -1.23
H12 2.44 -0.29 -0.70
H13 1.15 0.41 -3.22
H14 1.64 -1.08 -2.73
O1 -2.36 -1.98 -1.91
H15 -1.47 -1.58 -1.94
H16 -2.26 -2.53 -1.10

<2>
DFT (ωB97M-V/def2-TZVPD) results for a cluster of 2 separate species, C5H16N2O in total.

LUMO ... 0.66 eV
E_HOMO ... -8.2 eV
Net charge ... 0
Orbital gap ... 8.8 eV
Structure (SMILES) ... CCNC[C@H](C)N.O

Cartesian coordinates (Å):
C1 -0.23 -1.94 -2.76
C2 -0.32 -1.97 -1.18
N1 -0.70 -0.69 -0.71
C3 0.13 0.24 0.04
C4 0.05 0.26 1.54
C5 1.45 0.64 2.14
N2 -0.47 -1.03 2.10
H1 0.11 -0.89 -2.88
H2 0.61 -2.63 -3.14
H3 -1.16 -2.01 -3.38
H4 -1.02 -2.72 -0.87
H5 0.62 -2.31 -0.68
H6 -1.68 -0.67 -0.39
H7 -0.07 1.24 -0.22
H8 1.20 0.26 -0.34
H9 -0.63 1.13 1.83
H10 1.40 0.78 3.19
H11 1.88 1.49 1.69
H12 2.03 -0.20 1.87
H13 0.05 -1.56 2.68
H14 -1.38 -0.91 2.57
O1 -0.44 4.62 -1.34
H15 -0.20 4.66 -0.48
H16 -1.23 4.23 -1.26

<3>
DFT (ωB97M-V/def2-TZVPD) results for a cluster of 2 separate species, C5H16N2O in total.

LUMO ... 0.93 eV
E_HOMO ... -8.5 eV
Net charge ... 0
Orbital gap ... 9.4 eV
Structure (SMILES) ... C[C@H](N)CN(C)C.O

Cartesian coordinates (Å):
C1 -2.40 -0.48 -0.49
C2 -1.04 -0.73 0.17
N1 -1.21 -0.39 1.59
C3 0.17 0.14 -0.47
N2 1.47 -0.58 -0.57
C4 2.64 0.13 0.10
C5 1.86 -0.93 -1.92
H1 -2.54 -1.36 -1.17
H2 -3.35 -0.23 0.10
H3 -2.35 0.52 -1.01
H4 -0.81 -1.83 -0.14
H5 -2.03 -0.88 1.80
H6 -0.53 -0.61 2.30
H7 -0.20 0.34 -1.59
H8 0.25 1.07 0.02
H9 2.30 0.74 0.86
H10 3.26 0.68 -0.70
H11 3.24 -0.64 0.49
H12 1.68 -0.20 -2.86
H13 2.90 -1.14 -2.15
H14 1.22 -1.81 -2.16
O1 -1.19 2.45 1.49
H15 -1.20 1.70 2.13
H16 -1.48 2.08 0.71

<4>
DFT (ωB97M-V/def2-TZVPD) results for a cluster of 2 separate species, C5H16N2O in total.

LUMO ... 0.76 eV
E_HOMO ... -8.4 eV
Net charge ... 0
Orbital gap ... 9.1 eV
Structure (SMILES) ... CNCCN(C)C.O

Cartesian coordinates (Å):
C1 -2.31 -2.14 0.77
N1 -1.30 -1.03 0.48
C2 -0.42 -0.53 1.54
C3 0.41 0.70 0.95
N2 0.72 0.84 -0.48
C4 -0.39 1.45 -1.27
C5 1.12 -0.52 -1.01
H1 -1.92 -2.78 1.60
H2 -3.31 -1.80 1.08
H3 -2.32 -2.77 -0.15
H4 -1.75 -0.34 -0.08
H5 -1.17 -0.05 2.39
H6 0.40 -1.28 1.92
H7 1.38 0.58 1.45
H8 -0.14 1.50 1.30
H9 -1.15 1.94 -0.55
H10 -0.83 0.60 -1.87
H11 0.08 2.14 -2.04
H12 1.24 -0.53 -2.17
H13 2.17 -0.73 -0.65
H14 0.33 -1.27 -0.89
O1 3.28 2.27 -0.47
H15 3.56 1.64 -1.21
H16 2.31 2.12 -0.66

Most stable structure, least stable structure: <1>, <4>.